Formula: C21H18Br2N3S2Tl
Source: the Open Molecules 2025 dataset
Level of theory: the ωB97M-V functional and the def2-TZVPD basis

Computed properties:
* E_LUMO: -0.21 eV
* HOMO energy: -6.780 eV

Geometry as XYZ:
```
47
Properties=species:S:1:pos:R:3:nbo_charge:R:1
H -3.9621 -1.4495 0.2765 0.2175
N 1.8734 -0.0608 0.7198 -0.4334
C -0.1998 -3.4551 1.7755 0.0621
C 0.1817 1.7085 -2.4428 0.1987
C 0.6514 -0.5591 -3.9288 -0.2868
H 2.6829 -2.2795 3.9284 0.2347
H 0.8980 0.7552 -5.6167 0.2171
H -4.0799 0.9925 0.0748 0.2169
C -0.5424 4.1374 0.2485 -0.3043
H -3.4415 -2.5820 -0.9978 0.2256
C -0.5169 5.1073 -0.7084 -0.4047
H 0.5167 2.7997 -4.2680 0.2224
Tl -0.8150 0.4681 0.5784 0.6129
C -3.9897 1.0859 -1.0073 -0.7434
C 2.6491 0.8724 0.1792 0.0752
Br 6.4334 0.1020 1.6341 0.0810
C 0.6914 0.6821 -4.5566 -0.1495
C 2.4380 -0.9791 1.5232 0.1898
H -1.0428 -3.7184 1.1453 0.2004
C 4.5785 0.0364 1.2532 -0.0369
C 3.7993 -0.9536 1.8192 -0.2696
H 2.1403 1.5907 -0.4541 0.2318
H 0.8304 -1.4726 -4.4780 0.2201
H -4.9732 1.1255 -1.4713 0.2177
H 0.3225 -1.5262 -2.0343 0.2012
C -0.0831 2.8501 -1.5853 -0.3461
C -3.9621 -1.6480 -0.7956 -0.7390
H -0.5750 -4.9758 3.2572 0.2372
H -3.4228 1.9837 -1.2488 0.2432
S -3.0609 -0.3293 -1.6501 0.2061
C 1.5874 -2.0627 2.0769 0.1805
C 1.1035 -3.7110 3.7275 -0.0397
C 0.3728 -0.5867 -2.5773 0.0681
H -0.7360 4.3711 1.2886 0.2094
C 4.0127 0.9669 0.4054 -0.2702
C -0.2927 2.8156 -0.2312 -0.3964
C 0.4706 1.8204 -3.8114 -0.2508
S -0.1855 4.4827 -2.2653 0.3438
N 0.5510 -2.4527 1.3368 -0.3955
H -0.6902 6.1678 -0.5955 0.2283
C 0.0409 -4.1426 2.9519 -0.2798
N 0.1334 0.5023 -1.8517 -0.5002
C 1.8822 -2.6526 3.3060 -0.2660
Br 1.5007 -4.5914 5.3588 0.0808
H 4.2505 -1.7007 2.4557 0.2339
H 4.6036 1.7474 -0.0505 0.2396
H -4.9807 -1.7055 -1.1744 0.2162
```

=====

Formula: C21H18BrCl3IrNO2
Source: the Open Molecules 2025 dataset
Level of theory: the ωB97M-V functional and the def2-TZVPD basis

Computed properties:
* energy above the lowest of the compared OMol25 structures with the same formula, charge and spin: 0.0 kcal/mol
* E_LUMO (spin up / spin down): 0.15 / -1.77 eV
* HOMO energy (spin up / spin down): -7.502 / -8.611 eV
* multiplicity: 5
* <S²>: 6.022

Geometry as XYZ:
```
47
Properties=species:S:1:pos:R:3:nbo_charge:R:1
C 1.6241 -1.3498 -1.2072 -0.2533
C -0.3812 -1.4792 -2.5648 -0.4293
H -0.1225 1.1306 -2.6632 0.2156
H -0.6475 -2.4030 -2.0554 0.2287
H 3.3100 2.3951 3.2636 0.2301
Ir -0.7262 -0.2492 0.3929 1.3120
H 0.1919 -1.7158 -3.4694 0.1813
N 0.4224 -0.6330 -1.6714 -0.4249
Br 1.6708 0.2041 2.4124 0.1259
C 0.7828 0.6133 -2.3492 -0.4155
C 1.5010 -4.6100 0.7343 -0.2097
H -0.9943 -2.9124 2.2714 0.2294
C 1.6379 4.7805 1.5602 -0.1936
C 1.2336 -2.4265 -0.2315 -0.1021
C 2.5694 2.8412 2.6145 -0.2338
Cl -5.3160 -1.2227 -1.6037 0.0410
H -2.0642 4.2923 -1.0866 0.2200
C 2.5819 4.2270 2.3729 -0.2059
H -0.2926 5.6484 -0.0331 0.2134
H 0.1703 -5.0845 2.3471 0.2136
C 1.8787 -3.6538 -0.2002 -0.2142
H 2.2632 -0.6116 -0.7137 0.2177
C 0.6435 3.9775 0.9534 0.0242
C -0.1809 -3.1095 1.5847 -0.2533
H 2.0042 -5.5682 0.7608 0.2121
H 2.6760 -3.8671 -0.9043 0.2067
C -0.3354 4.5769 0.1221 -0.1858
C -4.4511 -2.0852 -0.3273 -0.2012
H 3.3406 4.8414 2.8390 0.2210
C -1.3124 3.8279 -0.4613 -0.2230
O -2.5715 -0.6747 -0.7939 -0.7324
H -2.1314 1.8615 -0.7224 0.2278
H 2.1770 -1.7559 -2.0642 0.1912
H 1.6298 5.8467 1.3686 0.2124
C -3.1867 -1.3080 0.1171 0.7161
C 0.6125 2.5724 1.1734 -0.1474
C 1.6178 2.0542 2.0315 -0.0510
O -2.7954 -1.4102 1.2809 -0.6383
C -0.4047 1.7853 0.5421 -0.3525
C 0.1894 -2.1400 0.6557 -0.2621
C -1.3427 2.4355 -0.2442 -0.2100
H -1.2973 -0.9587 -2.8318 0.2300
Cl -3.8486 -3.6392 -0.9559 0.0293
H 1.3992 0.4056 -3.2323 0.1859
Cl -5.5324 -2.3717 1.0315 0.0556
C 0.4726 -4.3366 1.6242 -0.2169
H 1.3345 1.2587 -1.6671 0.2155
```

=====

Formula: C21H18BrFN2O4S
Source: the Open Molecules 2025 dataset
Level of theory: the ωB97M-V functional and the def2-TZVPD basis

Computed properties:
* E_LUMO: 0.19 eV
* SMILES: COc1ccc(NC(=O)c2ccc(F)cc2)cc1S(=O)(=O)Nc1cc(C)ccc1Br
* HOMO energy: -8.603 eV

Geometry as XYZ:
```
48
Properties=species:S:1:pos:R:3:nbo_charge:R:1
H 2.8768 -1.6198 0.8524 0.1807
C -1.7212 -4.5639 -2.8464 -0.2127
H 0.9804 3.7131 -0.1937 0.2267
N -0.4880 3.7247 2.1715 -0.6121
C -0.7091 0.2109 1.1458 -0.3908
C -0.1127 2.4048 1.9240 0.1226
H 4.7725 5.9295 2.0744 0.2353
H -1.1083 -5.3181 -3.3166 0.2279
C -1.0517 1.5198 1.3955 -0.1803
N -1.2822 -1.4649 -0.8730 -0.8708
S -1.9845 -0.8984 0.5590 2.3087
H -5.7009 -3.7254 -3.4293 0.2208
H -2.0604 1.8287 1.1696 0.2514
C 3.0593 4.1846 -0.2751 -0.2856
H 2.5056 5.9448 3.1142 0.2348
C 1.6170 4.7957 1.5493 -0.1818
Br 0.7774 -3.4782 -2.0343 0.0305
C -1.1235 -3.5311 -2.1490 -0.1360
H -5.7292 -4.6525 -1.9340 0.2226
C -3.8832 -3.6515 -2.3105 0.0275
H -0.2869 -1.6010 -0.7330 0.4249
H 1.8815 2.5640 2.6975 0.2328
C -5.3760 -3.7285 -2.3897 -0.6308
H 3.2299 3.7192 -1.2328 0.2352
H -5.8335 -2.8885 -1.8755 0.2202
O -2.1622 -1.9848 1.4736 -0.9150
F 5.3287 4.7950 -0.1820 -0.3189
O 0.8113 -1.5600 1.0673 -0.5145
C -1.8771 -2.5343 -1.5341 0.2179
H -3.5664 -5.4349 -3.4619 0.2142
O -3.1386 -0.1214 0.2245 -0.9384
H 2.2524 -2.1190 2.4553 0.1860
C 1.5000 0.6031 1.9690 -0.2946
C 1.8095 4.1815 0.3144 -0.1518
C 4.1069 4.8058 0.3835 0.4098
C -3.2642 -2.6164 -1.6291 -0.2707
C -3.0984 -4.6245 -2.9240 -0.2306
H -1.4615 3.8713 2.4122 0.4159
C 2.0672 -2.1326 1.3787 -0.2554
C 3.9356 5.4420 1.6003 -0.2849
C 2.6781 5.4436 2.1742 -0.1426
O -0.1910 5.9006 2.6159 -0.5798
C 0.2638 4.8693 2.1710 0.6704
C 1.1548 1.9153 2.2352 -0.1919
H -3.8455 -1.8477 -1.1467 0.2402
C 0.5738 -0.2726 1.4048 0.3880
H 2.0095 -3.1616 1.0298 0.2158
H 2.4929 0.2658 2.2175 0.2291
```

=====

Formula: C21H18FN5O3S
Source: the Open Molecules 2025 dataset
Level of theory: the ωB97M-V functional and the def2-TZVPD basis

Computed properties:
* E_LUMO: -0.38 eV
* SMILES: Cc1nc(-n2nc(-c3cccs3)cc2NC(=O)COc2ccccc2F)[nH]c(=O)c1C
* HOMO energy: -8.475 eV

Geometry as XYZ:
```
49
Properties=species:S:1:pos:R:3:nbo_charge:R:1
N 3.7180 -0.4457 0.2489 -0.6024
H 4.2085 0.4220 0.3754 0.4367
C -2.0115 -0.0296 -2.3819 -0.1376
C 4.5043 -1.2057 -0.5069 0.6179
C 2.3182 -0.3311 0.0121 0.6359
H 0.8324 -2.3864 -3.0740 0.2229
C 1.8802 -2.6180 -2.8913 -0.6476
C -6.3920 -1.1238 0.2297 -0.2364
O -1.9314 1.8804 -0.9652 -0.5992
H -1.2025 -0.2588 -2.9933 0.2118
C 1.1602 3.0570 3.3468 -0.2130
H -1.0616 2.4709 1.3135 0.2678
H 2.5626 4.0680 6.1980 0.2254
F -3.4804 -3.2940 -0.6007 -0.3204
H 2.4049 -2.5581 -3.7791 0.2235
N 2.1643 1.4572 1.6574 -0.2678
H -4.3930 1.1599 -1.4461 0.2477
C -6.0068 0.0971 -0.3022 -0.2087
C -5.6089 -2.2864 0.0605 -0.2571
C 1.0391 5.0228 5.0156 -0.3706
C -0.1023 2.0128 1.3316 -0.3234
H -7.3955 -1.1801 0.6824 0.2231
N -0.5672 0.2472 -0.3970 -0.6355
H -5.9934 -3.2712 0.3494 0.2323
H -6.6671 1.0560 -0.2558 0.2319
H 4.7787 -3.9608 -2.1860 0.2266
C 0.2000 0.9183 0.5907 0.3501
H -2.8016 0.6194 -2.8383 0.2119
C -3.9892 -1.0227 -1.2717 0.2190
H -0.0508 -0.4817 -0.9465 0.4513
C -1.5938 0.7243 -1.1200 0.6518
C 4.7481 -2.8897 -2.5883 -0.6371
C 3.9065 -1.9871 -1.5910 -0.1257
H 5.8432 -2.6718 -2.6646 0.2464
C -4.7893 0.1772 -1.0468 -0.2827
C 1.1442 2.1240 2.1786 0.1780
H 0.9223 6.0555 5.4884 0.2573
N 1.7884 -0.9341 -1.0026 -0.5628
C 2.0922 2.9910 4.3518 -0.2100
C 2.5438 -1.7698 -1.8293 0.2301
H 2.8660 2.2642 4.3313 0.2311
O 5.6487 -1.3616 -0.2267 -0.5891
N 1.5823 0.6137 0.7758 -0.2240
H 4.3696 -2.8478 -3.5558 0.2081
O -2.7596 -1.1828 -1.9086 -0.4985
S 0.0274 4.4143 3.6875 0.3751
C -4.3652 -2.2295 -0.6743 0.3591
C 2.0122 4.1479 5.2940 -0.2613
H 1.8969 -3.6733 -2.4754 0.2381
```

=====

Formula: C21H18FNO2
Source: the Open Molecules 2025 dataset
Level of theory: the ωB97M-V functional and the def2-TZVPD basis

Computed properties:
* energy above the lowest of the compared OMol25 structures with the same formula, charge and spin: 0.0 kcal/mol
* E_LUMO: 0.50 eV
* SMILES: Cc1cccc(OCc2ccc(C(=O)Nc3ccc(F)cc3)cc2)c1
* HOMO energy: -8.681 eV

Geometry as XYZ:
```
43
Properties=species:S:1:pos:R:3:nbo_charge:R:1
C 5.6855 1.1195 0.0432 0.3759
H -5.4501 -1.7474 0.7989 0.2095
H -3.3875 -2.5189 -1.9556 0.2194
O -2.7033 2.3802 -0.8723 -0.5333
C 0.2915 1.3242 -0.8341 -0.1967
C 4.5688 1.2006 0.8553 -0.2531
C 1.0700 0.1838 -0.7923 -0.1879
H -2.4104 -2.6895 -0.5030 0.2321
H 0.4206 2.0355 -1.6364 0.2179
C -0.8608 0.6219 1.1478 -0.1464
O 1.0383 -3.1126 0.3423 -0.5895
H -6.0699 0.5147 1.5312 0.2132
C 0.8787 -0.7519 0.2207 -0.1532
C 3.6573 0.1624 0.8543 -0.2225
C -3.1102 0.0156 -0.8670 -0.2848
H -2.2814 -0.1113 -1.5479 0.2219
C -4.5117 1.4759 0.4324 -0.3025
H -1.6204 0.7863 1.8983 0.2139
C 1.6095 -2.0482 0.2193 0.6761
F 6.5758 2.1328 0.0454 -0.3235
C -3.4436 1.2913 -0.4363 0.3690
H 5.1661 -1.8782 -1.3848 0.2170
N 2.9595 -2.0157 0.0007 -0.6137
H -2.0197 3.0074 0.9840 0.1761
H -1.1460 3.5765 -0.4698 0.2003
H 6.8069 -0.0228 -1.3719 0.2331
C -0.6774 1.5564 0.1352 -0.0586
C 5.9195 0.0186 -0.7608 -0.2631
C -0.0983 -0.5296 1.1846 -0.1896
H 2.7972 0.2073 1.5023 0.2312
C -3.4118 -2.4622 -0.8686 -0.6336
C -1.6289 2.7157 -0.0016 -0.0830
C -5.2343 0.3775 0.8604 -0.1925
C -3.8217 -1.0921 -0.4246 0.0118
H 4.4265 2.0627 1.4869 0.2318
H 3.3644 -2.9263 -0.1835 0.4114
C 3.8531 -0.9436 0.0287 0.1368
H -0.2572 -1.2709 1.9531 0.2296
H -4.7677 2.4730 0.7584 0.2202
H 1.8081 0.0061 -1.5607 0.2234
C -4.8868 -0.8964 0.4441 -0.2343
C 4.9996 -1.0115 -0.7625 -0.2233
H -4.0980 -3.2171 -0.4938 0.2136
```

=====

Formula: C21H18I2IrN8O
Source: the Open Molecules 2025 dataset
Level of theory: the ωB97M-V functional and the def2-TZVPD basis

Computed properties:
* E_LUMO (spin up / spin down): -12.15 / -13.98 eV
* net charge: +3
* HOMO energy (spin up / spin down): -15.714 / -15.673 eV
* multiplicity: 5
* <S²>: 6.018

Geometry as XYZ:
```
51
Properties=species:S:1:pos:R:3:nbo_charge:R:1
H -5.2439 -1.1342 3.0386 0.2377
C 2.5681 -3.1984 -2.7303 -0.1279
N -3.1181 2.3921 0.2958 -0.1406
C -4.1112 0.7563 1.7155 -0.2571
I 1.4033 5.0065 2.8463 0.6004
C -1.8580 1.8397 2.0459 0.2343
C 3.3525 2.8079 -0.4931 0.1680
C -3.0314 -3.3063 1.6913 -0.1584
C -1.9638 3.0701 0.2713 0.1597
H 4.2579 -0.7760 -4.3869 0.2379
H -2.0521 -0.4525 0.1498 0.2070
H -4.7275 -3.5625 2.9786 0.2549
H 1.3727 3.2028 4.8492 0.2563
H -4.3955 0.8952 2.7980 0.2521
I 1.9889 1.1036 3.1304 0.5430
C 3.5409 -1.2774 -3.7239 -0.1925
N 2.6209 1.7183 -2.1614 -0.1025
H -1.6788 3.8367 -0.4364 0.2524
C 0.6193 -3.0820 -1.2394 0.4776
C -1.1836 -3.0430 0.0680 0.4478
N -1.1114 2.6967 1.2833 -0.6426
H 3.9630 3.2932 0.2361 0.2381
C -2.5903 -1.1280 0.8120 -0.2557
Ir 0.8640 2.8589 1.4588 1.1488
C 1.4692 -1.0604 -2.4232 -0.2471
N 2.0095 2.5584 -0.2520 -0.6375
H -2.6942 -4.3232 1.7238 0.2595
H 3.6253 1.2270 -3.8904 0.2729
C 2.4875 -0.5025 -3.1664 0.0227
N 3.7766 2.2989 -1.6357 -0.1303
C 1.6028 1.8423 -1.2971 0.2401
C 1.5940 -2.4275 -2.1276 -0.0948
H 3.0702 3.4381 4.2584 0.2629
H 0.5928 1.5407 -1.4138 0.2459
H 1.8914 1.3653 -4.2083 0.2676
H 4.2598 -3.2535 -3.9348 0.2483
H -4.9091 1.0474 1.0748 0.2758
N 0.4762 -4.2487 -0.7728 -0.2443
C 2.0446 3.2370 4.0067 -0.6231
O -0.3903 -2.2009 -0.7902 -0.5010
C -3.6653 -0.6835 1.6248 -0.0498
C 2.6326 0.9848 -3.4556 -0.2717
C -4.4201 -1.5269 2.4751 -0.1735
H -1.5509 1.4128 2.9839 0.2555
N -0.6648 -4.2209 0.1229 -0.2388
C 3.5225 -2.6227 -3.5224 -0.1709
H 2.5464 -4.2526 -2.5586 0.2573
C -4.0998 -2.8675 2.4211 -0.1686
C -2.2503 -2.4554 0.9102 -0.0200
H 0.6147 -0.4822 -2.0864 0.2072
N -3.0574 1.6579 1.4359 -0.0828
```

=====

| no. | DFT total energy (Eh) | maximum force (Eh/bohr) |
| --- | --- | --- |
| 1 | -7092.1662 | 0.014 |
| 2 | -5075.0724 | 0.004 |
| 3 | -4293.5885 | 0.022 |
| 4 | -1808.4821 | 0.107 |
| 5 | -1116.1548 | 0.012 |
| 6 | -2022.7889 | 0.078 |